# C5H15N3

The ion C5H15N3 with charge +2 in a non-equilibrium geometry (ωB97M-V/def2-TZVPD, OMol25).

## Properties
- HOMO-LUMO gap: 11.9 eV
- Net charge: +2
- ΔE to the lowest compared entry with this formula, charge and spin: 114.3 kcal per mole
- Energy: -363.032042 a.u.
- HOMO level: -19.536 eV

Positions of all 23 atoms, in Å:
C1 2.55 -0.28 -1.20
C2 2.15 -0.47 0.26
C3 0.80 -1.01 0.50
N1 -0.55 0.17 0.35
N2 -0.25 1.55 0.60
C4 -1.76 -0.29 0.23
C5 -2.94 0.58 0.04
N3 -1.92 -1.60 0.08
H1 2.04 -0.90 -1.95
H2 2.37 0.71 -1.54
H3 3.61 -0.38 -1.36
H4 2.41 0.45 0.76
H5 2.90 -1.19 0.64
H6 0.54 -1.61 -0.33
H7 0.52 -1.46 1.43
H8 -0.91 1.91 1.22
H9 -0.19 2.21 -0.14
H10 0.75 1.36 1.06
H11 -3.41 0.96 1.08
H12 -2.69 1.57 -0.58
H13 -3.76 -0.10 -0.41
H14 -2.97 -1.85 -0.03
H15 -1.29 -2.33 -0.02